108
Properties=species:S:1:pos:R:3:forces:R:3 method="wB97M-V/def2-TZVPD" e_above_lowest_ev=0.3448 gap_ha="0.1287 / 0.2030" lumo_ev="3.79 / 3.79" total_charge=-2 spin_multiplicity=3
Ti -5.06362 4.74131 18.61991 -0.11 -0.70 -0.93
O -5.92941 8.65699 19.50173 -0.01 -0.12 0.12
C -5.86585 7.42327 19.35416 -0.79 0.13 0.10
N -4.90080 6.75504 18.70613 0.71 -0.21 0.40
C -3.57781 7.33329 18.55753 -0.67 -0.53 -0.36
C -2.63060 6.45066 19.32047 0.11 -0.51 0.11
C -1.35325 6.83315 19.68560 -0.09 -0.09 0.08
C -0.56720 5.89834 20.33002 1.20 0.64 0.23
C -0.99417 4.61849 20.62035 -0.41 0.01 -0.08
C -2.28360 4.30445 20.23133 -0.11 0.77 -0.24
N -3.06481 5.21121 19.60722 0.06 -0.49 0.08
C -6.90891 6.48371 19.89833 0.39 0.87 -0.07
C -8.18230 6.90239 20.23730 0.06 -0.08 0.22
C -9.05502 6.00608 20.83157 -0.43 0.23 0.16
C -8.60136 4.67513 21.09081 0.14 0.11 -0.05
C -7.34886 4.30466 20.69176 -0.46 0.88 -0.01
N -6.48449 5.16847 20.08855 0.22 -0.08 -0.27
H -3.52538 8.36024 18.91051 -0.05 0.19 0.03
H -3.27473 7.28413 17.49561 -0.01 0.14 0.27
H -1.01311 7.84528 19.47955 0.05 -0.23 0.03
H 0.44022 6.19894 20.61654 -0.09 -0.09 0.02
H -0.36447 3.90673 21.14321 -0.11 0.03 -0.12
H -2.72642 3.33728 20.41949 -0.07 0.02 -0.11
H -8.46431 7.93900 20.05485 0.15 -0.21 -0.01
H -10.05913 6.32196 21.10934 0.13 -0.12 -0.05
H -9.25549 3.97231 21.59432 0.05 -0.13 -0.01
H -6.95974 3.32456 20.82037 0.08 -0.54 0.18
O -1.02721 0.82265 16.25012 1.54 -1.33 -0.70
C -1.90519 1.55386 16.60064 -0.63 0.64 0.03
C -2.11712 2.96126 16.12717 -0.63 -0.54 0.63
O -1.52040 3.57109 15.27846 1.03 0.38 -1.13
C -3.19236 3.49595 16.93304 -0.35 -0.43 0.93
C -3.56818 2.50461 17.92980 0.39 0.34 -0.80
O -4.33445 2.67468 18.92639 -0.33 1.39 -0.05
C -2.93279 1.24486 17.62376 -0.06 1.12 -0.10
O -3.14988 0.19054 18.18759 -0.01 -1.30 0.34
O -3.63583 4.67113 16.84342 -0.77 0.04 0.94
C -5.98481 -0.14956 22.81836 -0.35 0.15 0.08
C -6.02047 1.05494 23.78612 -0.20 -0.44 0.26
C -5.41556 0.57503 25.11513 -0.21 0.01 -0.01
C -7.49641 1.43074 23.99426 -0.16 -0.20 -0.08
P -5.18520 2.45053 22.87373 0.59 -0.37 -0.63
C -3.50553 1.68721 22.65355 -0.43 -0.03 -0.12
C -2.50534 1.54774 23.61175 0.04 0.16 0.32
C -1.32991 0.86214 23.32959 -0.18 -0.05 -0.06
C -1.16547 0.27585 22.07557 0.30 0.03 0.20
C -2.14247 0.40991 21.10031 0.07 -0.13 0.05
C -3.30869 1.10820 21.39648 -0.12 0.05 -0.27
C -4.94515 3.94762 23.92702 -0.18 0.77 -0.02
C -4.41581 3.88411 25.34759 0.24 0.01 0.35
C -6.30944 4.67188 24.00831 -0.08 -0.43 -0.26
C -4.02632 4.86811 23.08588 -0.10 -0.14 0.20
H -6.65712 -0.91227 23.23814 0.13 -0.01 -0.16
H -4.98752 -0.56681 22.72636 0.14 -0.08 0.03
H -6.32652 0.11258 21.81065 0.02 0.04 0.16
H -5.91838 -0.35793 25.42798 0.19 0.18 -0.11
H -5.58117 1.30022 25.91605 0.12 -0.05 -0.07
H -4.34125 0.38042 25.01094 -0.24 -0.01 0.09
H -8.06674 0.52424 24.26855 0.12 0.25 -0.09
H -7.94174 1.86262 23.08006 0.18 -0.13 0.32
H -7.61509 2.14241 24.81188 -0.03 0.07 -0.06
H -2.66403 1.96858 24.60144 0.19 -0.11 -0.18
H -0.56460 0.77097 24.09694 -0.05 -0.03 -0.13
H -0.25910 -0.28679 21.86847 -0.06 0.08 -0.05
H -2.00971 -0.02389 20.11135 -0.12 0.10 0.16
H -4.06628 1.22721 20.61751 0.20 -0.02 0.15
H -5.02960 3.25707 25.99909 0.06 0.06 -0.07
H -4.44809 4.90526 25.75068 0.05 -0.10 0.07
H -3.37815 3.54984 25.41126 -0.10 0.01 0.00
H -6.98905 4.14993 24.69226 0.06 0.16 -0.05
H -6.80439 4.75081 23.02957 0.18 0.03 0.30
H -6.12298 5.67231 24.39401 -0.13 0.18 0.07
H -3.00969 4.47827 22.99934 -0.02 -0.02 0.05
H -3.98876 5.85193 23.56720 0.06 -0.05 -0.01
H -4.42572 5.01333 22.08272 -0.07 -0.02 -0.10
O -6.75378 6.09616 16.46979 -0.31 -0.60 0.03
C -7.26010 5.10519 16.99087 0.44 -0.40 0.17
O -6.63795 4.05838 17.45924 0.91 0.92 -0.11
C -8.73134 5.03747 17.24276 -0.11 0.11 -0.13
C -9.27824 4.01144 18.00385 0.43 -0.31 -0.03
C -10.61686 4.00467 18.36123 -0.37 0.26 -0.09
C -11.35618 5.07113 17.91339 -0.05 -0.19 0.19
O -12.68992 5.33720 18.15658 0.09 -0.04 -0.17
C -12.89702 6.62326 17.59768 -0.92 0.34 0.05
O -11.77477 7.01194 16.84912 -0.19 0.15 -0.11
C -10.81472 6.07957 17.15039 0.64 0.04 -0.21
C -9.49292 6.10955 16.78937 -0.41 0.02 0.31
H -8.61587 3.23389 18.37291 -0.01 0.15 -0.16
H -11.05908 3.25105 18.99937 0.05 -0.05 0.00
H -13.07392 7.34439 18.40416 0.06 0.02 0.09
H -13.76967 6.58858 16.93703 -0.01 -0.01 0.04
H -9.01618 6.93922 16.27931 -0.09 -0.16 -0.05
N -6.68382 1.66398 19.43065 -0.12 -0.23 0.07
C -7.44262 0.80476 19.56216 -0.11 0.21 -0.03
N -8.37927 -0.11760 19.71369 0.11 -0.09 0.33
C -8.16177 -1.48350 19.26955 -0.28 0.26 -0.25
C -9.33403 -1.85218 18.38157 -0.11 0.09 -0.13
O -10.56882 -1.61875 19.05640 0.03 -0.29 -0.11
C -10.74527 -0.25872 19.40746 0.15 0.16 0.19
C -9.64759 0.19913 20.35703 -0.07 0.00 -0.45
H -8.10111 -2.16336 20.11476 0.00 -0.15 0.30
H -7.22349 -1.52045 18.72386 0.07 -0.03 -0.07
H -9.31657 -2.90820 18.10714 -0.05 0.04 0.05
H -9.29165 -1.24330 17.46529 -0.03 -0.07 0.09
H -11.71761 -0.17608 19.88431 -0.17 -0.05 0.00
H -10.72741 0.37539 18.51430 -0.01 -0.01 -0.08
H -9.73667 -0.32034 21.31440 0.05 -0.05 0.10
H -9.71728 1.27874 20.52458 0.13 -0.15 -0.01